# 1
A structure of composition C6H8AgO6. Source: OMol25; level of theory: the ωB97M-V functional and the def2-TZVPD basis.

Geometry as ORCA input:
```
! wB97M-V def2-TZVPD RIJCOSX def2/J DEFGRID3
* xyz -1 1
C -1.699 0.803 -2.343
C -1.661 2.093 -1.512
O -2.380 1.732 -0.318
C -2.818 0.474 -0.387
O -3.606 -0.002 0.398
O -2.589 -0.044 -1.602
H -0.725 0.298 -2.397
H -2.115 0.943 -3.344
H -2.200 2.922 -1.986
H -0.636 2.385 -1.228
O 0.613 -0.302 1.518
C -0.383 -1.122 1.007
C 1.833 -0.808 2.091
O -0.119 -2.338 0.961
O 3.104 -1.290 0.044
C 3.053 -0.558 1.199
H 1.725 -1.882 2.307
H 1.959 -0.272 3.046
H 3.928 -0.742 1.873
H 3.073 0.545 1.012
Ag 1.642 -2.834 -0.339
*
```

Results
* E_HOMO: -3.00 eV
* calculated total energy: -22633.904 eV
* LUMO energy: 2.7 eV
* orbital gap: 0.2110 Ha

These are the Mulliken partial charges, in e, on atoms 1 to 4: C -0.256; C -0.253; O -0.341; C 0.713


# 2
A cluster of 2 separate species, C12H17N in total. Source: OMol25; level of theory: the ωB97M-V functional and the def2-TZVPD basis.

Geometry as ORCA input:
```
! wB97M-V def2-TZVPD RIJCOSX def2/J DEFGRID3
* xyz 1 2
C 1.349 -1.772 0.763
C -0.585 -1.421 -2.330
C -0.494 -1.358 -0.933
C 0.853 -1.657 -0.616
C 1.492 -2.001 -1.854
C -2.958 -0.891 -2.236
C -1.815 -1.277 -2.936
C -2.816 -0.644 -0.842
C -1.609 -0.865 -0.242
N 0.617 -1.888 -2.847
H -3.906 -0.750 -2.735
H -1.890 -1.420 -4.007
H -3.603 -0.198 -0.248
H -1.557 -0.841 0.845
H 0.699 -2.164 -3.817
H 2.382 -2.600 -1.963
H 1.156 -0.884 1.356
H 2.420 -1.953 0.893
H 0.945 -2.667 1.258
C 1.410 2.623 1.737
C 0.068 2.337 1.037
C 1.204 2.634 3.247
H 1.970 1.687 1.577
H 1.851 3.499 1.283
H 0.053 2.283 -0.064
H 1.200 3.628 3.700
H 0.457 1.957 3.667
H 2.039 2.140 3.763
H -0.280 1.333 1.295
H -0.649 3.129 1.248
*
```

Results
* E_HOMO (spin up / spin down): -13.05 / -13.44 eV
* calculated total energy: -14201.863 eV
* LUMO energy (spin up / spin down): -3.8 / -7.0 eV
* orbital gap (spin up / spin down): 0.3416 / 0.2362 Ha

These are the Mulliken partial charges, in e, on atoms 1 to 4: C -1.247; C -0.088; C 1.050; C 0.405


# 3
A structure of composition C8H9N2O4. Source: OMol25; level of theory: the ωB97M-V functional and the def2-TZVPD basis.

Geometry as ORCA input:
```
! wB97M-V def2-TZVPD RIJCOSX def2/J DEFGRID3
* xyz -1 1
C -1.407 1.505 -0.454
C -1.378 0.284 -1.164
C -0.685 1.839 0.593
C -0.540 -0.815 -0.976
C 2.051 -0.112 -0.963
C 0.703 -0.519 -0.153
C 0.239 0.850 1.262
C -0.708 -2.177 -1.618
N 1.363 1.486 1.920
N -0.520 -0.089 1.959
O 2.117 -0.676 -2.067
O 0.138 -0.710 2.800
O 2.833 0.626 -0.354
O -1.688 -0.275 1.669
H -2.091 2.302 -0.857
H -2.163 0.140 -1.959
H -0.660 2.802 1.175
H 0.980 -1.278 0.542
H 0.279 -2.673 -1.992
H -1.456 -2.151 -2.368
H -1.313 -2.804 -0.864
H 1.736 0.927 2.616
H 2.168 1.521 1.253
*
```

Results
* E_HOMO: -4.37 eV
* calculated total energy: -19608.750 eV
* LUMO energy: 3.4 eV
* orbital gap: 0.2851 Ha

These are the Mulliken partial charges, in e, on atoms 1 to 4: C -0.109; C -0.303; C -0.988; C 0.700


# 4
The molecule C5H8N2. Source: OMol25; level of theory: the ωB97M-V functional and the def2-TZVPD basis.

Geometry as ORCA input:
```
! wB97M-V def2-TZVPD RIJCOSX def2/J DEFGRID3
* xyz 0 1
C -0.279 0.550 0.844
C -0.614 1.306 -0.681
N 0.284 1.718 0.361
C -0.100 -0.695 0.072
C 1.198 -1.096 -0.521
C -1.012 -1.679 0.347
N 2.275 -0.445 -0.596
H 0.175 2.596 0.853
H -0.818 0.549 1.789
H 2.199 0.489 -0.189
H -0.145 1.321 -1.661
H -1.640 1.649 -0.725
H 1.173 -2.065 -1.021
H -1.959 -1.476 0.823
H -0.735 -2.720 0.305
*
```

Results
* E_HOMO: -7.77 eV
* calculated total energy: -8290.182 eV
* LUMO energy: 0.8 eV
* orbital gap: 0.3151 Ha

These are the Mulliken partial charges, in e, on atoms 1 to 4: C -0.354; C -0.583; N -0.427; C 0.881


Maximum force for every record listed, in sequence, given in eV/A: 3.05 2.47 4.58 3.79.
Energy relative to the best compared isomer or geometry (same formula, charge and spin) for every record listed, in sequence, given in kJ/mol: 157.3 88.8 486.0 464.5.